No. 1
{"formula": "C3H8N4O", "method": "ωB97M-V/def2-TZVPD", "largest_force_ev_per_a": 2.41, "energy_ev": -11246.813, "relative_energy_kcal_mol": 64.8, "homo_lumo_gap_ev": 10.0927, "lumo_energy_ev": 0.633, "symbols": ["C", "C", "N", "N", "N", "C", "N", "O", "H", "H", "H", "H", "H", "H", "H", "H"], "positions_angstrom": [[-1.37, 0.23, 0.28], [2.62, 0.01, -0.53], [3.23, 0.50, 0.49], [-1.82, -1.03, 0.89], [-2.29, 0.74, -0.71], [-0.03, 0.03, -0.36], [1.07, 0.47, 0.07], [2.60, -0.71, -1.48], [-1.29, 0.96, 1.09], [4.23, 0.60, 0.52], [1.67, 0.87, 0.96], [-1.82, -1.79, 0.21], [-1.23, -1.31, 1.66], [-3.21, 0.87, -0.30], [-2.38, 0.11, -1.49], [0.02, -0.55, -1.29]], "mulliken_charge": [0.0094, 0.4655, -0.6668, -0.6380, -0.6096, -0.1843, -0.2222, -0.5440, 0.3824, 0.2101, 0.4116, 0.2445, 0.2582, 0.2602, 0.2439, 0.3794]}

***

No. 2
{"formula": "C7H16N4", "method": "ωB97M-V/def2-TZVPD", "largest_force_ev_per_a": 4.44, "energy_ev": -13457.879, "relative_energy_kcal_mol": 112.0, "homo_lumo_gap_ev": 8.5457, "total_charge": 2, "lumo_energy_ev": -9.954, "smiles": "CC[C@@]1([NH3+])/C(=[NH+]/C)N=N[C@@H]1C", "symbols": ["C", "C", "C", "N", "C", "N", "C", "N", "N", "C", "C", "H", "H", "H", "H", "H", "H", "H", "H", "H", "H", "H", "H", "H", "H", "H", "H"], "positions_angstrom": [[0.04, 1.93, -1.58], [0.66, 1.62, -0.21], [0.49, 0.22, 0.32], [0.93, 0.09, 1.71], [-1.02, -0.47, 0.16], [-2.21, -0.06, 0.54], [-3.39, -0.78, 0.14], [-0.89, -1.72, -0.37], [0.32, -1.96, -0.67], [1.20, -0.92, -0.55], [2.54, -1.48, 0.06], [0.53, 1.85, -2.47], [-0.25, 3.02, -1.69], [-0.88, 1.37, -1.86], [0.25, 2.19, 0.54], [1.72, 1.76, -0.17], [0.33, -0.31, 2.42], [0.98, 1.12, 2.14], [1.93, -0.43, 1.66], [-2.40, 0.78, 1.03], [-4.26, -0.63, 0.78], [-3.12, -1.75, 0.04], [-3.69, -0.43, -0.90], [1.46, -0.40, -1.52], [2.25, -2.09, 0.92], [3.15, -0.50, 0.12], [3.31, -2.03, -0.58]], "mulliken_charge": [-1.3571, -1.0472, 0.5062, -0.0133, 0.1621, -0.0788, -0.8292, -0.1688, -0.5217, 0.2950, -1.5579, 0.4818, 0.3731, 0.3348, 0.6209, 0.4632, 0.3706, 0.4432, 0.4706, 0.2892, 0.3360, 0.3875, 0.3322, 0.4683, 0.4795, 0.4184, 0.3415]}

***

No. 3
{"formula": "C18H18N4O4", "method": "ωB97M-V/def2-TZVPD", "largest_force_ev_per_a": 0.57, "energy_ev": -33109.530, "relative_energy_kcal_mol": 17.4, "homo_lumo_gap_ev": 9.0657, "lumo_energy_ev": 0.563, "smiles": "Cc1ccc(NC(=O)NNC(=O)CN2C(=O)COc3ccccc32)cc1", "symbols": ["C", "C", "C", "C", "C", "N", "C", "O", "N", "N", "C", "O", "C", "N", "C", "O", "C", "O", "C", "C", "C", "C", "C", "C", "C", "C", "H", "H", "H", "H", "H", "H", "H", "H", "H", "H", "H", "H", "H", "H", "H", "H", "H", "H"], "positions_angstrom": [[-2.19, -3.70, 0.41], [-2.43, -2.22, 0.39], [-1.96, -1.40, 1.41], [-2.16, -0.03, 1.37], [-2.83, 0.55, 0.30], [-3.05, 1.94, 0.24], [-2.24, 2.96, 0.64], [-2.66, 4.08, 0.84], [-0.90, 2.66, 0.84], [-0.26, 1.66, 0.10], [-0.20, 1.70, -1.25], [-0.57, 2.65, -1.91], [0.39, 0.44, -1.89], [1.28, -0.30, -1.03], [1.03, -1.62, -0.82], [0.10, -2.20, -1.32], [2.05, -2.33, 0.06], [2.60, -1.52, 1.07], [3.02, -0.29, 0.64], [4.06, 0.34, 1.31], [4.48, 1.59, 0.90], [3.88, 2.21, -0.18], [2.83, 1.59, -0.85], [2.39, 0.34, -0.44], [-3.33, -0.27, -0.71], [-3.13, -1.63, -0.66], [-1.87, -4.03, 1.39], [-1.41, -3.93, -0.31], [-3.09, -4.24, 0.13], [-1.42, -1.83, 2.24], [-1.81, 0.59, 2.19], [-3.96, 2.24, -0.09], [-0.35, 3.50, 0.95], [-0.10, 0.79, 0.60], [0.88, 0.72, -2.83], [-0.44, -0.23, -2.13], [2.84, -2.73, -0.59], [1.56, -3.17, 0.56], [4.51, -0.16, 2.15], [5.29, 2.08, 1.42], [4.21, 3.18, -0.51], [2.36, 2.09, -1.67], [-3.87, 0.18, -1.53], [-3.51, -2.26, -1.45]], "mulliken_charge": [-1.5543, 0.6112, -0.3096, -0.5661, 0.5016, -0.0899, 0.2831, -0.6696, -0.6806, 0.4616, 0.5770, -0.6734, -0.9896, 0.1746, 0.6973, -0.6598, -0.4445, -0.4793, 0.3667, -0.7367, -0.4929, -0.9461, -0.5358, 1.1087, -0.7114, -0.5704, 0.3527, 0.2593, 0.4379, 0.3833, 0.4993, 0.2420, 0.2923, 0.1668, 0.2430, 0.4334, 0.2310, 0.3272, 0.4608, 0.3825, 0.4146, 0.3869, 0.4225, 0.3927]}

***

No. 4
{"formula": "C4H5NO3", "method": "ωB97M-V/def2-TZVPD", "largest_force_ev_per_a": 2.41, "energy_ev": -11860.184, "relative_energy_kcal_mol": 41.9, "homo_lumo_gap_ev": 8.1682, "lumo_energy_ev": 0.647, "smiles": "Nc1coc(O)c1O", "symbols": ["N", "C", "C", "O", "C", "O", "C", "O", "H", "H", "H", "H", "H"], "positions_angstrom": [[-0.58, -0.43, 2.07], [-0.35, 0.06, 0.81], [-0.84, 1.21, 0.26], [-0.40, 1.26, -1.05], [0.32, 0.20, -1.30], [0.81, 0.09, -2.51], [0.31, -0.65, -0.23], [1.05, -1.80, -0.04], [-0.98, 0.21, 2.75], [0.21, -0.96, 2.41], [-1.44, 2.04, 0.57], [0.86, 1.03, -2.84], [1.02, -2.27, -0.89]], "mulliken_charge": [-0.5273, 0.4511, -0.7536, -0.3992, 0.4436, -0.5317, 0.3202, -0.5698, 0.2305, 0.2469, 0.4123, 0.3651, 0.3117]}